Molecular formula: C31H33N3NiO2P
Method: DFT, wB97M-V/def2-TZVPD

XYZ file:
```
71
Properties=species:S:1:pos:R:3:forces:R:3
Ni 0.52922 -0.67843 0.27017 0.019 0.048 0.055
O 1.23188 -2.31800 -0.47830 0.005 -0.017 0.020
C 2.13437 -2.95295 0.21433 0.001 0.001 0.017
C 2.20693 -4.36316 0.15079 -0.006 0.002 -0.011
C 3.12333 -5.07814 0.89471 0.008 0.006 0.006
C 4.03817 -4.42569 1.72040 -0.005 -0.010 -0.004
C 4.02121 -3.04305 1.75580 0.002 0.007 0.001
C 3.09325 -2.29447 1.03163 0.018 -0.018 0.013
C 3.24782 -0.84756 0.96234 -0.015 0.040 -0.011
N 2.34403 -0.04703 0.54735 -0.005 -0.035 -0.042
N 2.72436 1.26532 0.36115 -0.021 -0.001 0.080
C 2.21944 1.72602 -0.77307 0.115 -0.051 -0.098
O 1.54342 1.09317 -1.61705 -0.131 0.028 0.019
C 2.54725 3.17570 -1.04449 -0.049 0.030 0.036
C 3.24147 3.96509 -0.13092 -0.007 0.006 0.003
C 3.49411 5.30028 -0.40748 0.005 -0.002 -0.001
C 3.05685 5.86351 -1.60070 0.001 -0.001 0.000
C 2.36401 5.08114 -2.51394 0.002 0.001 -0.002
C 2.11129 3.74490 -2.23515 -0.002 -0.009 0.004
H 1.50798 -4.86890 -0.50605 -0.002 0.000 0.001
H 3.13202 -6.16065 0.82906 0.000 0.000 -0.001
H 4.76003 -4.98529 2.30075 0.000 0.000 0.000
H 4.75550 -2.50923 2.35109 -0.002 -0.001 0.001
H 4.22762 -0.42330 1.18057 0.001 0.001 0.001
H 3.56742 3.51262 0.79565 0.001 -0.004 0.000
H 4.03099 5.90749 0.31207 0.000 0.001 0.000
H 3.25265 6.90782 -1.81428 0.000 0.000 0.000
H 2.01494 5.51435 -3.44397 0.001 0.001 0.000
H 1.56531 3.11416 -2.92478 -0.001 -0.002 0.002
C -2.21482 1.17177 -1.63430 -0.014 -0.015 -0.023
N -2.13687 2.43508 -0.93489 0.007 -0.011 0.003
C -3.36700 2.76640 -0.26222 -0.007 -0.005 0.011
C -0.92953 2.58751 -0.12262 0.007 -0.015 0.013
C -0.83935 1.88976 1.23273 -0.006 -0.009 -0.003
C -1.34311 2.59595 2.33042 0.006 0.008 -0.011
C -1.22515 2.13637 3.63158 -0.001 -0.007 0.001
C -0.54868 0.94567 3.85499 -0.006 0.003 0.001
C -0.04766 0.23649 2.77353 -0.013 -0.008 0.002
C -0.19236 0.65747 1.44056 0.007 0.003 -0.008
H -2.93607 1.24414 -2.45488 0.010 0.008 -0.002
H -2.54426 0.34338 -0.99372 0.020 -0.032 -0.023
H -1.23598 0.91611 -2.04260 -0.002 -0.003 -0.004
H -4.18981 2.75587 -0.98230 0.003 0.002 -0.001
H -3.30035 3.76987 0.16511 -0.001 0.001 -0.002
H -3.62728 2.07404 0.55775 0.003 0.012 -0.002
H -0.80293 3.66054 0.05866 0.007 -0.001 -0.007
H -0.10716 2.25814 -0.74768 0.049 -0.003 -0.016
H -1.81829 3.55639 2.15177 -0.001 0.001 0.004
H -1.62476 2.71337 4.45732 -0.001 0.000 -0.001
H -0.40339 0.57556 4.86427 0.001 0.000 -0.001
H 0.48772 -0.68934 2.97494 0.001 0.004 0.000
C -1.10689 -3.31541 1.30469 0.019 0.037 0.015
P -1.38524 -1.75781 0.39099 0.008 -0.030 -0.009
C -2.80582 -1.09785 1.32364 -0.003 0.000 0.016
C -2.10915 -2.37284 -1.17350 0.072 0.084 -0.045
C -1.23303 -2.66164 -2.22196 -0.015 0.058 -0.007
C -1.72489 -3.12453 -3.43315 -0.008 -0.001 -0.017
C -3.09038 -3.29264 -3.61931 0.008 -0.005 0.006
C -3.96634 -2.99385 -2.58660 -0.013 -0.002 0.005
C -3.47756 -2.53600 -1.37035 -0.008 -0.007 0.012
H -0.36200 -3.90584 0.77674 0.001 -0.016 -0.003
H -2.03599 -3.87980 1.40143 0.002 -0.001 -0.004
H -0.71655 -3.07726 2.29573 -0.009 -0.002 0.009
H -3.58509 -1.85325 1.43370 -0.007 0.018 0.016
H -3.21285 -0.20342 0.85622 -0.009 -0.030 0.004
H -2.43886 -0.81234 2.30937 0.005 -0.004 0.015
H -0.16995 -2.50941 -2.07302 -0.038 -0.041 -0.029
H -1.03616 -3.34019 -4.24051 -0.001 -0.001 0.000
H -3.47149 -3.64394 -4.57029 -0.002 -0.003 -0.001
H -5.03417 -3.10851 -2.72760 -0.001 0.000 -0.002
H -4.17740 -2.28972 -0.58226 -0.004 -0.009 0.000
```
Positions in Å, forces in eV/Å.

For the HOMO energy, the calculation gives -0.159 Ha. As for the HOMO-LUMO gap: 7.0 eV. The net charge is -1.